# 1
The following is a DFT calculation (ωB97M-V/def2-TZVPD) of C10H25ClGaIN3O4S as an isolated structure at a distorted geometry.

Its HOMO energy is -4.77 eV. The total energy is -107269.6234 eV. The value obtained for the gap between HOMO and LUMO is 6.6324 eV. The charge is -1.

```
46
Properties=species:S:1:pos:R:3:forces:R:3
N -2.33028 4.19386 -2.14719 0.63 -0.45 -0.01
Ga -1.19882 3.68444 -0.60477 -0.36 -0.68 -0.80
I -1.32542 5.78897 1.02795 0.18 0.00 -0.04
C 0.75050 3.28502 -1.23523 0.97 -0.52 -0.66
C 1.69733 2.58987 -0.09135 0.93 0.04 -0.70
C 1.98258 3.56258 1.22776 -0.45 -0.97 -0.22
C 2.81304 4.86215 0.67329 -0.61 -1.38 -1.30
S 3.26237 6.13618 1.96999 5.05 -1.31 5.18
O 2.87742 5.75776 3.42045 0.06 1.27 -5.30
O 4.81132 6.32425 1.93151 -5.22 -0.21 -0.91
Cl 2.37602 7.97186 1.43894 0.31 -1.18 0.14
H -1.70523 4.43232 -2.94926 -1.07 -0.58 0.63
H -2.98439 3.40832 -2.36290 1.02 0.95 -0.15
H -1.83623 2.37035 0.10714 0.17 0.92 -0.10
H 0.63578 2.47551 -2.10531 0.22 1.61 1.73
H 1.26653 4.21897 -1.76627 -0.81 -1.94 1.20
H 1.25607 1.54028 0.24154 0.67 2.40 -0.47
H 2.73487 2.32926 -0.62053 -1.85 0.50 1.30
H 0.93123 3.79702 1.68393 2.14 0.05 -0.86
H 2.59055 2.95135 2.04992 -1.08 1.55 -1.87
H 2.22471 5.41988 -0.17373 1.02 -1.03 1.82
H 3.83108 4.43568 0.21884 -2.02 1.41 1.28
C -1.25865 -0.41591 -0.74094 0.33 -0.02 0.78
O -1.37096 0.16759 0.32952 0.37 -1.33 -0.90
N -0.41329 -1.47602 -0.98888 -0.83 0.78 -0.10
C -0.34004 -2.11264 -2.28711 0.07 0.10 0.33
C 0.42863 -1.96996 0.08095 0.35 0.56 0.18
H -1.85225 -0.12169 -1.62232 0.04 -0.02 -0.07
H -0.60545 -3.16812 -2.17849 0.12 -0.02 -0.25
H 0.68261 -2.02703 -2.66537 -0.10 -0.15 -0.18
H -1.02582 -1.64095 -2.99613 0.08 0.02 0.17
H -0.20467 -2.29468 0.91193 0.32 0.05 -0.02
H 1.07679 -1.15958 0.42761 -0.07 -0.02 0.11
H 1.04030 -2.80802 -0.26466 -0.30 0.50 0.08
C -1.08415 -4.89875 0.07389 0.27 -0.65 0.49
O 0.10622 -4.61578 0.11775 -1.12 -1.29 0.09
N -1.68641 -5.93112 0.76052 0.36 1.09 -0.78
C -3.10499 -6.20000 0.65382 0.20 -0.04 0.11
C -0.87701 -6.77420 1.61574 0.28 0.17 -0.05
H -1.79075 -4.32216 -0.54579 -0.09 -0.06 0.06
H -3.55599 -6.11691 1.64678 -0.18 -0.05 -0.15
H -3.24435 -7.21453 0.26971 -0.21 0.07 0.03
H -3.59046 -5.49044 -0.02171 0.16 -0.08 0.11
H -0.40483 -6.15420 2.38366 0.05 -0.22 -0.02
H -0.09479 -7.24622 1.01379 0.01 -0.03 0.22
H -1.49070 -7.54454 2.09100 0.03 0.20 -0.15
```
Positions in Å, forces in eV/Å.



# 2
The following is a DFT calculation (ωB97M-V/def2-TZVPD) of C10H25ClN4O6Zr as an isolated structure at a distorted geometry.

Its HOMO energy is -8.43 eV. The total energy is -42828.8839 eV. The value obtained for the gap between HOMO and LUMO is 8.7509 eV.

```
47
Properties=species:S:1:pos:R:3:forces:R:3
Zr 0.24497 -0.18171 0.94773 -1.55 -0.16 -1.74
C -1.53435 -3.67798 -1.50825 0.41 0.49 -1.21
C -1.83734 -2.64653 -0.45404 -0.46 0.13 1.89
C -2.37176 -3.53720 0.73337 -0.34 1.09 0.01
O -0.72124 -1.87218 -0.06350 1.82 1.20 0.58
H -2.32632 -4.42688 -1.51314 0.35 -0.17 -0.06
H -0.54350 -4.08670 -1.31013 -0.17 -0.55 0.43
H -1.43610 -3.30850 -2.52900 -0.23 0.40 -0.18
H -2.52477 -1.83800 -0.70266 -0.90 -0.72 -0.53
H -3.23193 -4.17562 0.53180 0.02 -0.07 -0.88
H -2.79875 -2.91754 1.52191 0.81 0.15 0.42
H -1.56900 -4.20819 1.03908 0.08 0.29 0.40
C -1.69514 3.10270 -1.69006 1.15 -1.67 0.39
C -0.76719 1.83965 -1.68931 -2.56 -0.53 -0.56
C 0.31000 1.91620 -2.73094 1.21 0.38 0.79
O -0.41249 1.46395 -0.40261 1.57 -1.04 1.37
H -1.93077 3.35661 -2.72356 -0.05 0.31 0.16
H -1.14563 3.86681 -1.14027 -0.48 0.42 -0.06
H -2.57113 2.71420 -1.17065 -0.16 0.81 0.15
H -1.44802 1.05300 -2.01449 -0.23 -0.34 -0.54
H 0.01153 2.27369 -3.71644 -0.41 -0.44 0.04
H 0.82207 0.95414 -2.74859 0.14 0.03 -0.38
H 1.02500 2.66867 -2.39828 0.49 0.09 0.05
Cl 1.64012 -1.80515 2.40989 -0.74 0.84 -0.41
C -2.15724 0.48171 4.42566 0.40 0.59 -0.87
C -1.46692 0.60588 2.99742 2.43 -1.80 1.49
O -0.41070 1.23033 2.74824 1.39 2.45 1.28
O -1.65987 -0.22030 2.08399 -2.89 -2.55 -1.24
H -1.53103 0.53512 5.31622 1.04 0.83 -0.64
H -2.54806 -0.50732 4.66478 -0.81 0.09 -1.16
H -2.85364 1.31605 4.50931 -0.43 -0.40 0.12
C 2.33626 2.39660 1.21748 -4.56 -1.75 -2.35
O 1.94670 1.24312 1.13195 0.63 -2.23 0.86
N 3.25244 2.92093 1.87442 5.92 0.75 4.48
N 1.69823 3.34258 0.60535 -2.36 2.44 -2.64
H 3.14454 3.92498 1.89289 1.37 -0.49 1.11
H 3.79167 2.32805 2.48910 0.11 0.71 0.32
H 1.11674 3.05207 -0.16769 -0.53 0.36 0.12
H 2.12320 4.25189 0.71778 -0.97 0.05 -1.17
C 2.34116 -1.45395 -1.30263 0.55 4.18 2.95
O 1.87261 -0.65835 -0.51006 -1.12 2.34 2.70
N 1.59649 -2.19564 -1.92892 -4.63 -6.44 -4.60
N 3.58226 -1.40321 -1.60331 5.45 -0.15 -1.71
H 1.98069 -2.99403 -2.41374 -0.21 0.11 -0.11
H 0.63394 -2.27935 -1.63464 -0.32 0.18 0.43
H 3.84452 -1.79715 -2.49557 0.21 0.00 0.25
H 4.17773 -0.64751 -1.29603 -0.45 -0.17 0.27
```
Positions in Å, forces in eV/Å.



# 3
The following is a DFT calculation (ωB97M-V/def2-TZVPD) of a 6-piece molecular cluster, C10H26Cl8O8P2 overall at a distorted geometry.

Its HOMO energy is -10.18 eV. The total energy is -145932.5850 eV. The value obtained for the gap between HOMO and LUMO is 10.7554 eV. The SMILES is COP(=O)(OC)OC.COP(=O)(OC)OC.ClCCl.ClCCl.ClCCl.ClCCl.

```
54
Properties=species:S:1:pos:R:3:forces:R:3
C 5.62746 -1.69278 -1.25925 -0.47 -0.23 0.52
Cl 5.45692 -3.47139 -1.36199 0.24 0.47 0.00
Cl 5.83195 -1.11585 0.40613 0.14 -0.12 0.02
H 6.47330 -1.34440 -1.83721 -0.06 -0.17 -0.14
H 4.66974 -1.28766 -1.55746 0.17 0.09 -0.36
C 1.08549 -0.61877 0.32721 1.01 -0.38 0.54
Cl 0.45992 -1.73373 1.56996 -0.13 -0.36 -0.40
Cl 2.12813 -1.54218 -0.79932 -0.41 0.22 -0.07
H 0.28662 -0.07147 -0.15976 0.08 -0.50 -0.22
H 1.73403 0.05165 0.87925 -0.10 -0.05 -0.40
C 2.77971 0.60056 -3.70021 -0.30 0.45 -0.52
Cl 1.13946 0.06565 -4.12938 0.24 -0.08 0.16
Cl 3.74178 0.94784 -5.17203 -0.09 -0.21 0.45
H 2.66854 1.53833 -3.16892 0.10 -0.06 0.09
H 3.26709 -0.15055 -3.09309 0.00 -0.09 -0.15
C 3.32672 1.07957 3.52751 -0.45 0.57 -0.72
Cl 2.53122 1.16641 5.09792 0.27 0.01 0.28
Cl 5.06676 1.35182 3.47884 0.21 -0.32 0.42
H 3.06040 0.12326 3.09144 0.28 -0.04 -0.03
H 2.94537 1.90103 2.92987 -0.37 -0.24 -0.04
C -4.72109 -2.35632 -3.07633 -0.86 -0.17 -0.10
O -3.54709 -1.57010 -2.88211 0.35 0.07 0.63
P -2.74091 -1.62802 -1.51950 -0.81 -0.77 0.56
O -1.67126 -0.63039 -1.41638 -0.02 -2.65 -0.80
O -3.87911 -1.48108 -0.38908 0.48 -0.45 -1.28
C -3.66019 -0.80588 0.83519 -0.23 0.38 1.10
O -2.29181 -3.16482 -1.43229 0.01 1.10 0.24
C -0.89606 -3.47067 -1.68280 -0.38 -0.69 0.60
H -5.57763 -1.68496 -3.01900 0.01 -0.01 -0.27
H -4.92183 -3.14331 -2.34676 0.60 0.13 0.28
H -4.66331 -2.84932 -4.04416 0.06 0.26 -0.10
H -4.09316 -1.37596 1.65917 0.21 -0.46 -0.21
H -4.22415 0.12845 0.87929 0.22 0.14 -0.50
H -2.61016 -0.60681 1.04193 -0.05 -0.05 -0.16
H -0.27425 -3.15625 -0.84773 -0.06 0.37 -0.12
H -0.55603 -3.05294 -2.62625 0.04 -0.07 -0.01
H -0.89236 -4.55851 -1.65315 0.23 0.01 -0.47
C 0.03528 4.81191 2.10652 -0.38 -0.54 -0.62
O -0.80595 3.78534 1.51051 0.09 -0.28 0.20
P -0.35757 2.26139 1.50856 -0.87 -0.25 0.45
O 0.96218 1.97520 0.92918 0.06 0.75 0.36
O -0.52353 1.83177 3.04407 -0.02 0.94 -0.48
C -0.97299 0.57896 3.52228 0.26 -1.20 0.04
O -1.54996 1.51123 0.77068 0.20 0.68 1.24
C -1.77927 1.73588 -0.61723 0.68 0.62 -1.49
H 0.73998 4.33240 2.77963 0.19 0.32 0.09
H -0.61741 5.50919 2.62284 -0.03 -0.14 0.17
H 0.51210 5.33418 1.28130 0.33 -0.02 0.15
H -0.50310 0.30021 4.46733 0.40 0.60 -0.03
H -0.65421 -0.19155 2.81785 -0.64 0.13 0.26
H -2.03938 0.54249 3.74574 -0.15 0.33 -0.53
H -1.21286 2.57262 -1.02674 -0.04 0.37 0.42
H -2.83117 1.88087 -0.86024 -0.14 0.11 0.58
H -1.46233 0.83744 -1.15183 -0.10 1.47 0.41
```
Positions in Å, forces in eV/Å.



Question: Among the records above, which one has the highest HOMO energy?
Answer: C10H25ClGaIN3O4S